No. 1
The following is a quantum chemistry calculation of the ion C2H7BrN4 with charge +2 in a non-equilibrium geometry, from the OMol25 dataset.

Last column: natural (NBO) charge in e.
Positions of all 14 atoms, in Å:
C  0.901  0.335  -0.359  0.145
C  -0.947  -0.676  -1.727  -0.465
N  1.628  0.848  0.644  0.000
N  -0.363  -0.107  -0.561  0.050
N  -1.306  0.086  0.371  -0.466
N  1.803  0.705  1.849  -0.164
Br  0.959  -0.634  3.143  0.334
H  1.619  0.608  -1.121  0.313
H  -1.351  -1.706  -1.478  0.299
H  -1.781  -0.195  -2.227  0.302
H  -0.162  -0.679  -2.432  0.267
H  -2.303  -0.063  0.146  0.451
H  -1.266  0.337  1.313  0.436
H  2.569  1.140  2.441  0.497

Properties
**Relative energy (zero: lowest compared OMol25 entry of this formula, charge and spin)**: 7.6500 eV
**Maximum force**: 5.22 eV/A
**Lowest unoccupied orbital energy (spin up / spin down)**: -12.0 / -12.0 eV
**Charge**: +2
**Frontier orbital gap (spin up / spin down)**: 7.449 / 7.643 eV

=====

No. 2
The following is a quantum chemistry calculation of a cluster of 3 separate species, C18H43BNO7 in total, from the OMol25 dataset.

Last column: natural (NBO) charge in e.
Positions of all 70 atoms, in Å:
C  -5.237  3.243  5.504  -1.022
B  -5.679  2.303  4.338  0.963
O  -6.868  1.674  4.455  -0.832
C  -4.833  2.110  2.967  -0.357
C  -3.362  1.716  3.152  -0.429
C  -2.400  2.841  3.573  -0.413
C  -2.848  4.230  3.106  -0.433
C  -3.670  4.148  1.839  -0.216
N  -4.953  3.390  2.107  -0.495
H  -5.648  4.251  5.364  0.255
H  -5.651  2.889  6.450  0.275
H  -4.160  3.361  5.619  0.236
H  -7.154  1.079  3.760  0.502
H  -5.307  1.340  2.354  0.223
H  -3.002  1.236  2.238  0.231
H  -3.355  0.927  3.908  0.250
H  -1.422  2.619  3.145  0.234
H  -2.261  2.839  4.653  0.230
H  -1.981  4.856  2.888  0.252
H  -3.420  4.759  3.874  0.219
H  -3.143  3.613  1.050  0.224
H  -3.971  5.126  1.465  0.233
H  -5.379  3.148  1.214  0.435
H  -5.597  4.043  2.555  0.427
C  -1.314  -5.260  -0.892  -0.246
O  -0.959  -3.896  -0.863  -0.553
C  0.090  -3.595  -1.764  -0.091
C  0.232  -2.102  -1.942  -0.101
O  -0.790  -1.526  -2.749  -0.535
C  -2.014  -1.246  -2.106  -0.094
C  -2.040  0.126  -1.465  -0.087
O  -1.283  0.133  -0.266  -0.541
C  -0.932  1.421  0.149  -0.234
H  -0.484  -5.899  -0.570  0.169
H  -2.149  -5.397  -0.208  0.191
H  -1.616  -5.570  -1.899  0.168
H  -0.101  -4.065  -2.737  0.174
H  1.044  -3.989  -1.382  0.170
H  1.167  -1.921  -2.474  0.217
H  0.291  -1.612  -0.968  0.187
H  -2.267  -2.011  -1.369  0.204
H  -2.775  -1.247  -2.890  0.189
H  -3.087  0.396  -1.248  0.147
H  -1.635  0.863  -2.168  0.177
H  -0.392  1.979  -0.622  0.182
H  -0.298  1.324  1.030  0.195
H  -1.827  2.008  0.418  0.116
C  6.505  -3.278  -4.809  -0.246
O  6.129  -2.249  -3.923  -0.545
C  4.992  -1.543  -4.366  -0.090
C  4.437  -0.676  -3.257  -0.091
O  3.736  -1.402  -2.256  -0.551
C  4.519  -2.068  -1.277  -0.092
C  5.042  -1.161  -0.185  -0.089
O  6.125  -0.387  -0.653  -0.542
C  6.420  0.701  0.189  -0.245
H  6.799  -2.880  -5.788  0.167
H  7.356  -3.793  -4.369  0.196
H  5.687  -3.992  -4.959  0.164
H  4.217  -2.243  -4.706  0.168
H  5.252  -0.893  -5.214  0.169
H  3.692  -0.016  -3.705  0.186
H  5.232  -0.069  -2.821  0.201
H  5.344  -2.617  -1.735  0.206
H  3.839  -2.782  -0.805  0.182
H  5.360  -1.787  0.662  0.169
H  4.231  -0.507  0.167  0.163
H  5.556  1.367  0.296  0.159
H  7.242  1.250  -0.265  0.198
H  6.726  0.369  1.188  0.166

Properties
**Maximum force**: 0.26 eV/A
**Lowest unoccupied orbital energy**: -3.3 eV
**Charge**: +1
**Frontier orbital gap**: 7.391 eV

=====

No. 3
The following is a quantum chemistry calculation of a structure of composition C3H2CaLiO2 in a non-equilibrium geometry, from the OMol25 dataset.

Last column: Löwdin spin population.
Positions of all 9 atoms, in Å:
C  -0.430  0.208  -0.366  0.234
Li  2.063  0.315  1.151  0.050
O  0.286  -0.421  1.161  0.018
C  -0.097  -1.178  0.010  0.047
H  -0.981  -1.806  0.184  0.003
H  0.691  -1.702  -0.548  0.010
Ca  -1.790  2.180  -0.357  0.214
O  -0.169  1.284  -1.468  0.057
C  0.427  1.120  0.233  0.367

Properties
**<S²>**: 0.76
**Maximum force**: 8.38 eV/A
**Lowest unoccupied orbital energy (spin up / spin down)**: -1.0 / -1.1 eV
**Multiplicity**: 2
**Frontier orbital gap (spin up / spin down)**: 3.143 / 4.274 eV

=====

What did the first record say?
The following is a quantum chemistry calculation of the ion C2H7BrN4 with charge +2 in a non-equilibrium geometry, from the OMol25 dataset.

Last column: natural (NBO) charge in e.
Positions of all 14 atoms, in Å:
C  0.901  0.335  -0.359  0.145
C  -0.947  -0.676  -1.727  -0.465
N  1.628  0.848  0.644  0.000
N  -0.363  -0.107  -0.561  0.050
N  -1.306  0.086  0.371  -0.466
N  1.803  0.705  1.849  -0.164
Br  0.959  -0.634  3.143  0.334
H  1.619  0.608  -1.121  0.313
H  -1.351  -1.706  -1.478  0.299
H  -1.781  -0.195  -2.227  0.302
H  -0.162  -0.679  -2.432  0.267
H  -2.303  -0.063  0.146  0.451
H  -1.266  0.337  1.313  0.436
H  2.569  1.140  2.441  0.497

Properties
**Relative energy (zero: lowest compared OMol25 entry of this formula, charge and spin)**: 7.6500 eV
**Maximum force**: 5.22 eV/A
**Lowest unoccupied orbital energy (spin up / spin down)**: -12.0 / -12.0 eV
**Charge**: +2
**Frontier orbital gap (spin up / spin down)**: 7.449 / 7.643 eV

=====

Q: Which of these has the highest maximum force?
A: C3H2CaLiO2